1.
{
  "formula": "C50H47NOP2STeV",
  "method": "ωB97M-V with the def2-TZVPD basis set",
  "lumo_ha": [-0.0155, -0.0269],
  "multiplicity": 2,
  "molar_mass_g_mol": 950.49,
  "s_squared": 0.83,
  "symbols": ["V", "C", "C", "P", "C", "C", "C", "C", "C", "C", "C", "C", "C", "C", "C", "C", "P", "C", "C", "C", "C", "C", "C", "C", "C", "C", "C", "C", "C", "H", "H", "H", "H", "H", "H", "H", "H", "H", "H", "H", "H", "H", "H", "H", "H", "H", "H", "H", "H", "H", "H", "H", "H", "S", "C", "C", "C", "C", "C", "C", "C", "Te", "N", "C", "O", "C", "C", "C", "C", "C", "C", "C", "C", "C", "C", "C", "C", "C", "C", "C", "C", "H", "H", "H", "H", "H", "H", "H", "H", "H", "H", "H", "H", "H", "H", "H", "H", "H", "H", "H", "H", "H", "H", "H"],
  "coordinates": [[-0.71788, -0.47245, -1.14540], [-3.34653, 0.47086, -3.29759], [-3.22944, -1.01389, -3.67094], [-2.02975, -1.84218, -2.51667], [-3.16960, -2.29048, -1.14758], [-3.71478, -1.27188, -0.35872], [-4.54682, -1.57879, 0.70634], [-4.82413, -2.90047, 1.01911], [-4.23331, -3.91577, 0.28405], [-3.41961, -3.61510, -0.79804], [-1.64241, -3.42539, -3.31183], [-0.32230, -3.85979, -3.18985], [0.07237, -5.05309, -3.77539], [-0.84893, -5.80953, -4.48394], [-2.16247, -5.37722, -4.61359], [-2.56071, -4.18489, -4.03230], [-1.76727, 1.10109, -2.51376], [-0.88762, 1.64877, -4.02491], [-0.59557, 2.98354, -4.28252], [0.12887, 3.33808, -5.41229], [0.58482, 2.36417, -6.28508], [0.31882, 1.02750, -6.02290], [-0.40934, 0.67280, -4.90172], [-2.31898, 2.67230, -1.77364], [-1.67328, 3.04347, -0.59250], [-2.04413, 4.20490, 0.06838], [-3.06373, 4.99352, -0.44152], [-3.70045, 4.63303, -1.62192], [-3.33271, 3.47687, -2.29029], [-4.13674, 0.61863, -2.55796], [-3.58309, 1.07933, -4.17154], [-2.83394, -1.11964, -4.68374], [-4.19991, -1.50879, -3.62732], [-3.48242, -0.22920, -0.54838], [-4.98097, -0.77901, 1.29208], [-5.48767, -3.13698, 1.84000], [-4.39885, -4.95051, 0.55516], [-2.95861, -4.41654, -1.35993], [0.38292, -3.25184, -2.63266], [1.09699, -5.38958, -3.68927], [-0.54324, -6.73854, -4.94681], [-2.87400, -5.97071, -5.17260], [-3.58507, -3.84844, -4.13363], [-0.91811, 3.75142, -3.59219], [0.34802, 4.38016, -5.60531], [1.15662, 2.64232, -7.16046], [0.70036, 0.26117, -6.68513], [-0.57667, -0.37464, -4.67554], [-0.88602, 2.40801, -0.20143], [-1.54131, 4.48779, 0.98389], [-3.36218, 5.89538, 0.07664], [-4.48942, 5.25664, -2.02172], [-3.82635, 3.20869, -3.21590], [2.08227, 0.70272, -2.59665], [0.75006, 0.11688, -2.02078], [6.57490, 4.56149, 4.38178], [5.44876, 3.76862, 3.77611], [4.14692, 3.89763, 4.23350], [3.09670, 3.19027, 3.65459], [1.69725, 3.40340, 4.17886], [3.34731, 2.31471, 2.59263], [1.68877, 1.33743, 1.51954], [-0.28550, 0.18342, 0.55404], [-0.62101, -1.01836, 0.95085], [-0.56482, -1.97545, 0.07306], [-1.06278, -1.32499, 2.33583], [-1.17703, -0.31284, 3.28402], [-1.50336, -0.62442, 4.59290], [-1.72565, -1.94470, 4.96210], [-1.62596, -2.95453, 4.01497], [-1.30002, -2.64643, 2.70487], [2.23068, -0.51286, 2.43330], [2.15951, -0.56266, 3.82315], [2.47374, -1.71599, 4.52018], [2.87035, -2.84665, 3.82279], [2.96171, -2.79828, 2.44306], [2.65150, -1.64335, 1.72321], [2.78223, -1.66630, 0.22991], [4.66513, 2.17288, 2.12798], [4.98803, 1.24378, 0.98854], [5.69124, 2.89669, 2.72322], [6.24997, 5.08229, 5.28121], [6.94334, 5.30098, 3.66844], [7.40819, 3.90843, 4.64313], [3.93887, 4.57625, 5.05445], [1.70352, 4.07966, 5.03431], [1.24410, 2.46033, 4.48509], [1.06442, 3.83660, 3.40308], [-0.99237, 0.71091, 2.98265], [-1.57026, 0.16556, 5.33039], [-1.97226, -2.18693, 5.98815], [-1.79962, -3.98493, 4.29845], [-1.21461, -3.42243, 1.95532], [1.85588, 0.32171, 4.36850], [2.41052, -1.73251, 5.60082], [3.11864, -3.75743, 4.35318], [3.28754, -3.67827, 1.89998], [3.42377, -2.48852, -0.08900], [3.18586, -0.72829, -0.14752], [1.80371, -1.80194, -0.22909], [4.35861, 1.46513, 0.12573], [4.81047, 0.20842, 1.28595], [6.03265, 1.33909, 0.69068], [6.70462, 2.78868, 2.34927]],
  "forces_ev_per_angstrom": [[1.30, 0.95, 0.36], [0.13, 0.00, 0.22], [0.45, 0.21, -0.05], [-2.12, -1.25, -0.68], [-0.03, -0.14, 0.09], [-0.09, -0.10, -0.05], [-0.09, 0.04, 0.00], [0.03, -0.01, 0.03], [-0.03, -0.04, -0.02], [0.06, 0.06, -0.01], [0.43, 0.24, 0.08], [-0.13, 0.01, 0.00], [0.03, -0.06, -0.03], [0.03, -0.01, -0.02], [-0.03, 0.01, -0.02], [-0.03, 0.06, 0.02], [-0.92, 1.02, -1.30], [0.13, 0.01, -0.01], [-0.06, -0.06, 0.04], [0.07, 0.03, -0.06], [-0.02, 0.03, 0.01], [-0.02, -0.07, -0.07], [-0.13, 0.09, 0.05], [0.26, -0.22, 0.44], [-0.04, 0.00, -0.15], [0.00, 0.05, 0.04], [0.04, 0.01, 0.00], [-0.07, 0.03, -0.05], [0.06, -0.09, -0.02], [0.01, -0.02, -0.02], [-0.04, -0.03, 0.03], [-0.01, -0.02, 0.01], [0.06, -0.06, -0.01], [-0.05, -0.03, -0.04], [0.03, 0.01, 0.02], [0.05, 0.00, 0.06], [-0.05, -0.01, -0.03], [-0.03, -0.02, 0.01], [0.04, -0.07, -0.02], [0.00, 0.01, 0.03], [0.01, -0.01, 0.01], [-0.01, 0.01, 0.00], [-0.02, -0.01, 0.00], [-0.02, 0.02, -0.02], [0.00, 0.01, 0.03], [0.01, 0.00, 0.00], [-0.03, -0.02, -0.01], [0.06, -0.03, -0.06], [-0.04, 0.05, 0.12], [0.01, -0.01, 0.01], [0.00, 0.01, 0.01], [-0.01, 0.00, -0.01], [-0.03, 0.01, 0.00], [-0.23, -0.20, 0.08], [1.13, 0.45, -0.33], [-0.05, -0.06, -0.05], [0.00, 0.00, 0.04], [0.05, 0.01, 0.01], [-0.20, -0.12, -0.08], [0.13, 0.11, 0.03], [-0.03, -0.04, -0.38], [1.27, 0.88, 0.92], [-1.07, -0.41, -0.56], [0.16, 0.24, 1.28], [-0.07, -1.20, 0.14], [0.03, -0.38, 0.08], [-0.04, 0.06, -0.14], [-0.03, 0.04, 0.03], [0.01, 0.00, -0.01], [-0.08, -0.05, 0.03], [0.06, 0.05, -0.07], [-0.13, -0.01, -0.10], [-0.01, 0.02, 0.04], [0.03, 0.00, 0.05], [0.00, 0.00, -0.02], [-0.01, -0.05, 0.04], [-0.01, 0.06, 0.04], [-0.04, 0.01, -0.03], [-0.08, -0.03, -0.03], [0.13, 0.10, 0.08], [-0.04, -0.01, 0.02], [0.02, 0.03, 0.01], [0.04, 0.04, 0.04], [0.04, 0.03, 0.02], [-0.01, 0.00, 0.02], [0.01, 0.01, 0.01], [-0.08, 0.03, -0.03], [-0.09, -0.04, 0.05], [0.05, -0.01, 0.00], [-0.03, -0.01, 0.01], [0.01, 0.00, 0.01], [0.00, 0.00, 0.01], [0.04, 0.00, 0.00], [-0.03, -0.01, 0.01], [-0.02, 0.02, 0.01], [0.00, -0.01, -0.01], [0.01, 0.01, -0.02], [0.02, 0.01, 0.00], [0.01, 0.01, -0.03], [-0.03, -0.01, -0.08], [0.00, -0.10, -0.03], [-0.04, -0.03, -0.08], [0.02, -0.01, 0.02], [0.01, -0.03, -0.01]]
}



2.
{
  "formula": "C50H49CrN5OSSbSi",
  "method": "ωB97M-V with the def2-TZVPD basis set",
  "lumo_ha": [-0.0163, -0.0205],
  "multiplicity": 4,
  "molar_mass_g_mol": 969.89,
  "s_squared": 3.88,
  "symbols": ["Cr", "C", "C", "C", "C", "C", "C", "N", "Sb", "C", "C", "C", "C", "C", "C", "N", "C", "C", "C", "C", "C", "C", "N", "H", "H", "H", "H", "H", "H", "H", "H", "H", "H", "H", "H", "H", "H", "H", "H", "H", "H", "N", "C", "C", "C", "C", "C", "C", "C", "C", "C", "C", "C", "C", "C", "H", "H", "H", "H", "H", "H", "H", "H", "H", "H", "C", "C", "O", "S", "C", "C", "C", "C", "C", "C", "C", "C", "H", "H", "H", "H", "H", "H", "H", "C", "Si", "C", "C", "N", "C", "C", "C", "C", "C", "C", "H", "H", "H", "H", "H", "H", "H", "H", "H", "H", "H", "H", "H", "H"],
  "coordinates": [[0.11044, -0.20102, 0.87131], [0.59759, 0.09119, -2.64695], [1.80235, -0.35771, -1.89818], [2.94301, -0.57272, -2.68339], [4.09885, -1.06092, -2.14235], [4.09187, -1.35051, -0.78489], [2.95636, -1.09536, -0.04158], [1.80967, -0.58012, -0.56557], [3.21026, -1.67607, 1.99814], [1.26570, -2.56979, 2.27377], [1.37504, -3.82048, 2.85841], [0.22976, -4.57171, 3.06975], [-0.97694, -4.01849, 2.71858], [-1.04572, -2.75198, 2.13944], [-2.41258, -2.22202, 1.82455], [0.08008, -2.04832, 1.88870], [3.22980, 0.33394, 2.72818], [4.32634, 0.60021, 3.53564], [4.49248, 1.88738, 4.02345], [3.54734, 2.83265, 3.69701], [2.47230, 2.49662, 2.87237], [1.47381, 3.55437, 2.52294], [2.32843, 1.25534, 2.37484], [0.84425, 0.97233, -3.24016], [-0.24788, 0.31451, -2.01996], [0.30263, -0.70879, -3.33314], [2.87171, -0.34760, -3.73890], [4.97468, -1.23941, -2.75265], [4.96311, -1.77295, -0.30148], [2.34754, -4.19336, 3.15146], [0.28166, -5.55910, 3.50977], [-1.90150, -4.55464, 2.88524], [-3.09957, -2.55089, 2.60458], [-2.74901, -2.62214, 0.86968], [-2.43054, -1.13900, 1.76015], [5.02456, -0.18738, 3.78773], [5.34008, 2.14121, 4.64706], [3.62732, 3.84633, 4.06553], [1.51953, 4.36855, 3.24462], [0.46419, 3.15531, 2.51721], [1.68791, 3.97040, 1.53401], [-0.21035, 1.90330, 0.19644], [0.10219, 2.61553, -1.03727], [-0.80923, 2.54318, -2.12604], [-1.99663, 1.76541, -2.06780], [-2.86263, 1.66381, -3.14337], [-2.60736, 2.30969, -4.34460], [-1.42432, 3.03586, -4.44817], [-0.54917, 3.14755, -3.38559], [1.35278, 3.35232, -1.01728], [1.48834, 4.63640, -1.58932], [2.67756, 5.33957, -1.53491], [3.79473, 4.81608, -0.88876], [3.68470, 3.56892, -0.29217], [2.49816, 2.85310, -0.36107], [-2.22936, 1.20140, -1.17477], [-3.75569, 1.05832, -3.03606], [-3.29521, 2.23725, -5.17620], [-1.16829, 3.51455, -5.38690], [0.37419, 3.68903, -3.53776], [0.62182, 5.09721, -2.04490], [2.72935, 6.32654, -1.97953], [4.72321, 5.37032, -0.85023], [4.53726, 3.13535, 0.21991], [2.46570, 1.87216, 0.09730], [-2.14288, -6.22976, -7.98030], [-2.36485, -5.53812, -6.66268], [-2.82725, -4.44385, -6.53731], [-1.83691, -6.55747, -5.25527], [-1.67085, -5.30815, -4.00734], [-0.39435, -4.93538, -3.59443], [-0.23684, -3.91770, -2.67169], [-1.35086, -3.24157, -2.15830], [-2.62424, -3.64507, -2.55885], [-2.78433, -4.67417, -3.47238], [-1.14929, -2.15377, -1.24816], [-0.91395, -1.21863, -0.50918], [-2.77790, -5.78802, -8.74385], [-2.32123, -7.30169, -7.89668], [-1.09587, -6.08881, -8.25423], [0.46893, -5.44567, -4.00131], [0.75233, -3.62369, -2.34240], [-3.49179, -3.13994, -2.15477], [-3.77465, -4.97987, -3.78010], [-2.34666, -0.99254, 4.69263], [-1.02665, 0.22247, 4.11531], [0.55597, -0.46682, 4.86095], [-1.30194, 1.83566, 5.06025], [-0.98170, 0.52904, 2.39189], [-1.84407, 1.54842, 1.94890], [-3.07890, 1.84680, 2.53387], [-3.82511, 2.94009, 2.11859], [-3.34521, 3.76706, 1.11574], [-2.14322, 3.45793, 0.49190], [-1.43072, 2.33669, 0.87332], [-2.42883, -0.91703, 5.78031], [-2.08596, -2.02671, 4.45680], [-3.33227, -0.79044, 4.26973], [0.32315, -0.70073, 5.90428], [1.36224, 0.26586, 4.86169], [0.91448, -1.38882, 4.40457], [-0.51401, 1.96783, 5.80624], [-2.25876, 1.83411, 5.58646], [-1.30228, 2.70936, 4.40994], [-3.45381, 1.21731, 3.33107], [-4.78278, 3.14121, 2.58204], [-3.91070, 4.63112, 0.79417], [-1.76092, 4.07286, -0.31000], [0.56680, 2.08991, 0.83273]],
  "forces_ev_per_angstrom": [[-0.55, 1.11, -0.22], [0.11, -0.12, 0.03], [-0.08, 0.03, 0.04], [0.03, 0.02, -0.06], [0.03, -0.02, -0.03], [-0.03, 0.04, 0.08], [-0.11, -0.01, -0.05], [0.39, -0.19, 0.03], [0.08, -0.08, -0.19], [-0.04, 0.04, -0.04], [0.03, 0.08, 0.00], [-0.01, -0.01, 0.01], [-0.03, -0.09, 0.03], [0.01, 0.13, -0.09], [-0.04, -0.06, -0.12], [0.27, -0.47, 0.45], [-0.06, -0.08, 0.17], [-0.08, 0.03, 0.05], [0.06, -0.02, 0.00], [0.01, 0.05, -0.01], [-0.01, -0.07, -0.03], [-0.01, 0.08, 0.06], [-0.17, 0.03, 0.22], [0.01, -0.05, -0.02], [0.13, -0.08, -0.07], [-0.01, -0.01, 0.00], [-0.01, 0.00, 0.00], [0.01, 0.02, 0.01], [0.01, -0.01, -0.02], [0.00, -0.03, -0.02], [0.01, 0.00, 0.01], [-0.01, 0.02, 0.01], [0.00, -0.01, -0.09], [0.02, -0.02, -0.03], [-0.01, -0.06, -0.02], [0.02, 0.01, -0.01], [-0.01, -0.01, 0.02], [-0.01, 0.00, -0.01], [-0.03, -0.02, 0.03], [-0.19, -0.04, 0.06], [-0.04, -0.02, 0.15], [0.12, -0.60, 0.04], [0.21, 0.05, 0.04], [-0.18, 0.22, 0.04], [-0.08, 0.16, 0.00], [0.02, -0.01, 0.05], [0.02, 0.00, -0.01], [-0.01, -0.04, -0.02], [-0.01, 0.04, 0.03], [-0.06, -0.03, -0.04], [0.02, 0.00, -0.05], [0.00, -0.01, 0.03], [0.01, 0.01, 0.02], [-0.05, -0.03, -0.07], [0.10, -0.08, -0.28], [-0.03, 0.02, 0.03], [0.00, -0.01, 0.01], [0.01, -0.01, -0.01], [0.00, 0.02, 0.01], [-0.03, -0.02, -0.02], [0.03, 0.02, 0.01], [-0.01, 0.00, -0.01], [0.00, 0.01, 0.01], [0.00, -0.02, 0.02], [0.02, 0.03, -0.10], [0.03, -0.06, 0.04], [-0.04, -0.16, 0.17], [0.07, 0.11, -0.01], [0.06, 0.10, -0.09], [-0.01, 0.01, -0.07], [-0.06, -0.02, 0.03], [-0.03, 0.01, 0.01], [0.12, 0.03, -0.01], [-0.09, -0.01, -0.01], [0.00, -0.01, 0.05], [-0.15, -0.02, -0.02], [-0.11, -0.20, 0.19], [-0.03, 0.01, 0.02], [-0.01, 0.00, -0.01], [-0.01, -0.01, -0.03], [0.01, 0.03, -0.03], [0.00, 0.01, -0.03], [0.01, 0.03, -0.02], [0.00, 0.02, -0.03], [-0.06, -0.04, -0.01], [0.11, 0.12, 0.20], [0.02, -0.10, -0.17], [-0.02, 0.01, -0.04], [0.21, -0.18, -0.34], [0.05, -0.02, 0.05], [0.02, -0.02, 0.02], [0.03, 0.01, -0.04], [0.01, -0.03, 0.03], [-0.01, 0.01, -0.04], [0.06, 0.09, 0.01], [0.02, 0.02, 0.01], [0.00, 0.06, 0.10], [0.00, -0.02, 0.03], [-0.01, 0.04, 0.01], [0.08, 0.05, -0.04], [0.02, 0.00, 0.03], [-0.01, -0.03, 0.00], [0.00, 0.01, 0.00], [0.04, 0.04, -0.03], [-0.01, 0.02, 0.00], [0.01, 0.01, 0.02], [0.00, 0.00, 0.00], [-0.01, -0.03, -0.04], [-0.05, 0.24, 0.05]]
}